--- i ---
This record from the OMol25 dataset describes an isolated molecule of C3HN3O. The level of theory is ωB97M-V/def2-TZVPD.

**Molar mass**: 95.06 g/mol
**SMILES string**: C#Cc1nnno1
**LUMO**: -0.230 eV
**Net charge**: 0
**Orbital gap**: 10.890 eV

Bonds (Å) are listed after each position.
CARTESIAN COORDINATES (ANGSTROEM)
1 C -2.36 -0.06 -0.05  C2 1.209, H4 0.983
2 C -1.17 0.06 0.10  C1 1.209, C3 1.437
3 C 0.26 0.16 0.03  C2 1.437, N5 1.317, O8 1.325
4 H -3.34 -0.10 -0.10  C1 0.983
5 N 1.09 1.18 0.03  C3 1.317, N6 1.445
6 N 2.38 0.52 -0.04  N5 1.445, N7 1.263
7 N 2.25 -0.74 0.01  N6 1.263, O8 1.383
8 O 0.89 -1.01 0.02  C3 1.325, N7 1.383

Atom charges from the Löwdin analysis, given in e for atoms 1 to 5: number 1, C, carries 0.20; number 2, C, carries 0.00; number 3, C, carries -0.40; number 4, H, carries 0.00; number 5, N, carries 0.12

---

--- ii ---
This record from the OMol25 dataset describes a cluster of 2 separate species, C3HN3O in total. The level of theory is ωB97M-V/def2-TZVPD.

**Molar mass**: 95.06 g/mol
**LUMO**: -0.822 eV
**Net charge**: 0
**Orbital gap**: 9.731 eV

Bonds (Å) are listed after each position.
CARTESIAN COORDINATES (ANGSTROEM)
1 C 2.03 -1.09 0.39  N4 1.160
2 C -1.48 -0.89 -0.45  C3 1.397, N5 1.144
3 C -1.33 0.49 -0.59  C2 1.397, N6 1.234, O7 1.332
4 N 2.51 -0.21 0.97  C1 1.160, H8 0.987
5 N -1.83 -1.98 -0.47  C2 1.144
6 N -1.31 1.45 -1.37  C3 1.234, O7 1.577
7 O -1.44 1.56 0.19  C3 1.332, N6 1.577
8 H 2.84 0.66 1.32  N4 0.987

Atom charges from the Löwdin analysis, given in e for atoms 1 to 5: number 1, C, carries -0.08; number 2, C, carries -0.10; number 3, C, carries -0.46; number 4, N, carries 0.05; number 5, N, carries 0.23

---

--- iii ---
This record from the OMol25 dataset describes an isolated molecule of C3HN3O. The level of theory is ωB97M-V/def2-TZVPD.

**Molar mass**: 95.06 g/mol
**SMILES string**: N#Cc1conn1
**LUMO**: -0.314 eV
**Net charge**: 0
**Orbital gap**: 10.390 eV

Bonds (Å) are listed after each position.
CARTESIAN COORDINATES (ANGSTROEM)
1 C -1.72 -0.36 0.05  C2 1.446, N5 1.210
2 C -0.27 -0.32 0.12  C1 1.446, C3 1.418, N7 1.359
3 C 0.53 0.84 -0.01  C2 1.418, H4 1.066, O8 1.324
4 H 0.16 1.84 0.01  C3 1.066
5 N -2.90 -0.15 -0.08  C1 1.210
6 N 1.79 -0.98 -0.01  N7 1.253, O8 1.477
7 N 0.59 -1.36 -0.05  C2 1.359, N6 1.253
8 O 1.81 0.50 -0.04  C3 1.324, N6 1.477

Atom charges from the Löwdin analysis, given in e for atoms 1 to 5: number 1, C, carries -0.13; number 2, C, carries -0.27; number 3, C, carries -0.04; number 4, H, carries 0.13; number 5, N, carries 0.15

---

Relative to the most stable one, in kJ/mol, the structures come out at i 149.6; ii 299.5; iii 0.0.

---

--- i ---
This record from the OMol25 dataset describes the ion C9H13N2 with charge +1. The level of theory is ωB97M-V/def2-TZVPD.

**Molar mass**: 149.22 g/mol
**SMILES string**: C/C=C1\C=C/NC#[N+]CCC1
**LUMO**: -3.708 eV
**Net charge**: +1
**Orbital gap**: 8.726 eV

Bonds (Å) are listed after each position.
CARTESIAN COORDINATES (ANGSTROEM)
1 C 0.10 -1.49 -0.17  C2 1.365, C7 1.502, H12 1.025
2 C -1.06 -2.21 -0.26  C1 1.365, N11 1.441, H13 1.110
3 C -2.59 1.55 -0.14  C5 1.541, N10 1.430, H14 1.068, H22 1.092
4 C -2.85 -0.84 -0.08  N10 1.157, N11 1.265
5 C -1.05 1.55 -0.22  C3 1.541, C6 1.502, H15 1.144, H16 1.101
6 C -0.39 0.88 0.95  C5 1.502, C7 1.547, H17 1.021, H18 1.083
7 C 0.58 -0.19 0.42  C1 1.502, C6 1.547, C9 1.354
8 C 2.91 -0.66 -0.43  C9 1.452, H19 1.083, H20 1.052, H21 1.121
9 C 1.90 0.09 0.29  C7 1.354, C8 1.452, H23 1.063
10 N -2.97 0.22 -0.52  C3 1.430, C4 1.157
11 N -2.36 -1.95 0.29  C2 1.441, C4 1.265, H24 0.944
12 H 0.87 -2.04 -0.56  C1 1.025
13 H -0.99 -3.20 -0.76  C2 1.110
14 H -2.96 1.57 0.87  C3 1.068
15 H -0.54 1.20 -1.18  C5 1.144
16 H -0.98 2.65 -0.17  C5 1.101
17 H 0.00 1.60 1.57  C6 1.021
18 H -1.11 0.46 1.64  C6 1.083
19 H 2.33 -1.12 -1.22  C8 1.083
20 H 3.34 -1.54 -0.04  C8 1.052
21 H 3.74 -0.05 -0.87  C8 1.121
22 H -3.22 2.26 -0.67  C3 1.092
23 H 2.11 0.79 1.06  C9 1.063
24 H -2.79 -2.71 0.64  N11 0.944

Atom charges from the Löwdin analysis, given in e for atoms 1 to 5: number 1, C, carries 0.01; number 2, C, carries -0.04; number 3, C, carries -0.13; number 4, C, carries -0.05; number 5, C, carries -0.15

---

--- ii ---
This record from the OMol25 dataset describes the ion C9H13N2 with charge +1. The level of theory is ωB97M-V/def2-TZVPD.

**Molar mass**: 149.22 g/mol
**LUMO (alpha / beta)**: -3.884 / -3.883 eV
**Net charge**: +1
**Orbital gap (alpha / beta)**: 8.534 / 8.535 eV

Bonds (Å) are listed after each position.
CARTESIAN COORDINATES (ANGSTROEM)
1 C 0.99 0.06 1.91  C3 1.382, C4 1.400, H12 1.125
2 C -1.09 0.75 0.97  C4 1.379, C5 1.405, H13 1.101
3 C 1.37 -0.38 0.66  C1 1.382, N10 1.366, H14 1.099
4 C -0.28 0.62 2.08  C1 1.400, C2 1.379, C8 1.508
5 C -0.56 0.41 -0.28  C2 1.405, N10 1.306, N11 1.362
6 C -0.54 0.51 -2.69  N11 1.491, H15 1.125, H16 1.082
7 C 0.92 -0.81 -1.70  C9 1.494, N10 1.445, H17 1.107
8 C -0.67 1.30 3.37  C4 1.508, H18 1.168, H19 1.129, H20 1.192
9 C 0.51 -2.22 -1.99  C7 1.494, H21 1.077, H22 1.170, H23 1.198
10 N 0.54 -0.28 -0.42  C3 1.366, C5 1.306, C7 1.445
11 N -1.29 0.68 -1.40  C5 1.362, C6 1.491, H24 0.977
12 H 1.70 0.00 2.79  C1 1.125
13 H -1.87 1.52 0.87  C2 1.101
14 H 2.29 -0.97 0.57  C3 1.099
15 H 0.24 1.31 -2.65  C6 1.125
16 H -0.81 0.15 -3.67  C6 1.082
17 H 1.98 -0.62 -1.95  C7 1.107
18 H -1.78 1.61 3.54  C8 1.168
19 H -0.28 0.92 4.36  C8 1.129
20 H -0.11 2.34 3.19  C8 1.192
21 H 1.00 -2.91 -1.32  C9 1.077
22 H 0.65 -2.56 -3.10  C9 1.170
23 H -0.66 -2.30 -1.72  C9 1.198
24 H -2.25 0.87 -1.42  N11 0.977

Atom charges from the Löwdin analysis, given in e for atoms 1 to 5: number 1, C, carries 0.00; number 2, C, carries 0.06; number 3, C, carries 0.02; number 4, C, carries -0.26; number 5, C, carries -0.26

---

Relative to the most stable one, in kJ/mol, the structures come out at i 123.5; ii 0.0.

---

--- i ---
This record from the OMol25 dataset describes a cluster of 2 separate species, C4H14N2OS in total. The level of theory is ωB97M-V/def2-TZVPD.

**Molar mass**: 138.24 g/mol
**SMILES string**: CNC[C@@H](N)CS.O
**LUMO**: 0.510 eV
**Net charge**: 0
**Orbital gap**: 9.082 eV

Bonds (Å) are listed after each position.
CARTESIAN COORDINATES (ANGSTROEM)
1 N 1.34 -1.22 -2.04  C2 1.501, H8 0.994, H9 1.104
2 C 0.35 -0.27 -1.43  N1 1.501, C3 1.594, C5 1.552, H10 1.122
3 C 0.66 1.17 -2.03  C2 1.594, S4 1.920, H11 1.092, H12 1.178
4 S 1.78 2.04 -0.74  C3 1.920, H13 1.375
5 C -1.18 -0.45 -1.61  C2 1.552, N6 1.485, H14 1.144, H15 0.985
6 N -1.97 -0.49 -0.35  C5 1.485, C7 1.501, H16 0.925
7 C -1.37 -1.41 0.67  N6 1.501, H17 1.236, H18 1.009, H19 1.069
8 H 1.12 -1.76 -2.84  N1 0.994
9 H 1.65 -1.86 -1.20  N1 1.104
10 H 0.50 -0.28 -0.31  C2 1.122
11 H 0.91 1.22 -3.09  C3 1.092
12 H -0.21 1.97 -1.95  C3 1.178
13 H 1.34 3.31 -1.02  S4 1.375
14 H -1.49 -1.49 -1.97  C5 1.144
15 H -1.60 0.23 -2.17  C5 0.985
16 H -2.18 0.39 -0.17  N6 0.925
17 H -0.17 -1.70 0.72  C7 1.236
18 H -1.68 -2.36 0.53  C7 1.009
19 H -1.44 -1.00 1.65  C7 1.069
20 H 0.45 1.16 6.57  O22 0.915
21 H 1.83 1.71 6.02  O22 1.089
22 O 1.34 1.08 6.75  H20 0.915, H21 1.089

Atom charges from the Löwdin analysis, given in e for atoms 1 to 5: number 1, N, carries 0.02; number 2, C, carries -0.45; number 3, C, carries -0.46; number 4, S, carries 0.62; number 5, C, carries -0.20

---

--- ii ---
This record from the OMol25 dataset describes a cluster of 3 separate species, C4H14N2OS in total. The level of theory is ωB97M-V/def2-TZVPD.

**Molar mass**: 138.24 g/mol
**LUMO**: -4.735 eV
**Net charge**: 0
**Orbital gap**: 3.912 eV

Bonds (Å) are listed after each position.
CARTESIAN COORDINATES (ANGSTROEM)
1 C -0.21 0.39 1.43  N2 1.405, C6 1.501, H8 1.050, H9 1.106
2 N -0.26 -0.92 0.92  C1 1.405, C3 1.366, H18 1.062
3 C 0.76 -1.27 0.09  N2 1.366, C4 1.605, H11 1.059, H12 1.082
4 C 0.47 -2.72 -0.55  C3 1.605, H13 1.066, H14 1.146, H20 1.116
5 S -1.85 -0.31 -1.63  H10 1.458
6 C -0.27 1.58 0.51  C1 1.501, N7 1.463, H15 1.148, H16 1.051
7 N 0.51 2.72 0.98  C6 1.463, H17 1.036, H19 1.007
8 H -0.92 0.42 2.20  C1 1.050
9 H 0.82 0.45 1.84  C1 1.106
10 H -3.09 -0.35 -2.38  S5 1.458
11 H 1.75 -1.47 0.42  C3 1.059
12 H 0.80 -0.58 -0.74  C3 1.082
13 H -0.42 -2.63 -1.13  C4 1.066
14 H 1.31 -3.06 -1.24  C4 1.146
15 H -1.41 1.73 0.57  C6 1.148
16 H -0.02 1.09 -0.39  C6 1.051
17 H 0.40 3.50 0.30  N7 1.036
18 H -1.08 -1.08 0.26  N2 1.062
19 H 1.41 2.37 0.72  N7 1.007
20 H 0.44 -3.65 0.07  C4 1.116
21 H 3.32 0.97 0.07  O22 0.894
22 O 2.50 0.84 0.40  H21 0.894

Atom charges from the Löwdin analysis, given in e for atoms 1 to 5: number 1, C, carries -0.22; number 2, N, carries 0.02; number 3, C, carries -0.32; number 4, C, carries -0.08; number 5, S, carries 0.43

---

--- iii ---
This record from the OMol25 dataset describes a cluster of 2 separate species, C4H14N2OS in total. The level of theory is ωB97M-V/def2-TZVPD.

**Molar mass**: 138.24 g/mol
**SMILES string**: NCCNCCS.O
**LUMO**: 0.525 eV
**Net charge**: 0
**Orbital gap**: 9.009 eV

Bonds (Å) are listed after each position.
CARTESIAN COORDINATES (ANGSTROEM)
1 C -1.13 0.94 1.00  N2 1.471, C6 1.534, H8 1.092, H9 1.095
2 N -0.60 1.02 -0.37  C1 1.471, C3 1.478, H10 1.018
3 C -1.06 -0.03 -1.30  N2 1.478, C4 1.536, H11 1.084, H12 1.097
4 C -0.20 -1.31 -1.33  C3 1.536, S5 1.834, H13 1.082, H14 1.075
5 S -0.85 -2.73 -0.37  C4 1.834, H15 1.341
6 C -0.37 0.05 1.99  C1 1.534, N7 1.460, H16 1.091, H17 1.091
7 N 1.07 0.27 2.09  C6 1.460, H18 1.014, H19 1.016
8 H -2.16 0.58 0.94  C1 1.092
9 H -1.18 1.96 1.38  C1 1.095
10 H 0.41 0.88 -0.35  N2 1.018
11 H -2.11 -0.24 -1.18  C3 1.084
12 H -0.95 0.40 -2.30  C3 1.097
13 H 0.76 -1.15 -0.87  C4 1.082
14 H 0.00 -1.64 -2.34  C4 1.075
15 H -1.54 -3.32 -1.36  S5 1.341
16 H -0.56 -0.99 1.73  C6 1.091
17 H -0.81 0.17 2.98  C6 1.091
18 H 1.54 0.12 1.20  N7 1.014
19 H 1.23 1.24 2.34  N7 1.016
20 H 2.73 1.77 -1.90  O22 0.964
21 H 3.14 1.07 -0.58  O22 0.964
22 O 2.64 0.95 -1.39  H20 0.964, H21 0.964

Atom charges from the Löwdin analysis, given in e for atoms 1 to 5: number 1, C, carries -0.23; number 2, N, carries -0.07; number 3, C, carries -0.28; number 4, C, carries -0.53; number 5, S, carries 0.69

---

Relative to the most stable one, in kJ/mol, the structures come out at i 287.5; ii 774.7; iii 0.0.

---

--- i ---
This record from the OMol25 dataset describes an isolated molecule of C6H11NO2S. The level of theory is ωB97M-V/def2-TZVPD.

**Molar mass**: 161.23 g/mol
**SMILES string**: C#CC(C)(C)NS(C)(=O)=O
**LUMO**: 0.668 eV
**Net charge**: 0
**Orbital gap**: 11.165 eV

Bonds (Å) are listed after each position.
CARTESIAN COORDINATES (ANGSTROEM)
1 C -0.94 2.06 0.26  C2 1.179, H11 1.078
2 C -1.15 0.91 0.13  C1 1.179, C6 1.371
3 C -2.08 -1.29 0.61  C6 1.602, H12 1.127, H13 1.108, H14 1.097
4 C -0.89 -0.75 -1.56  C6 1.520, H15 1.114, H16 1.126, H17 1.115
5 C 2.14 1.53 0.62  S10 1.885, H18 1.082, H19 1.056, H20 1.106
6 C -0.92 -0.43 -0.07  C2 1.371, C3 1.602, C4 1.520, N7 1.505
7 N 0.37 -0.91 0.52  C6 1.505, S10 1.639, H21 0.972
8 O 1.85 -0.33 -1.31  S10 1.430
9 O 2.84 -0.93 0.85  S10 1.421
10 S 1.82 -0.26 0.11  C5 1.885, N7 1.639, O8 1.430, O9 1.421
11 H -0.71 3.11 0.26  C1 1.078
12 H -1.88 -2.35 0.30  C3 1.127
13 H -2.08 -1.09 1.70  C3 1.108
14 H -2.83 -0.91 -0.10  C3 1.097
15 H -0.36 -1.69 -1.83  C4 1.114
16 H -1.91 -0.79 -2.02  C4 1.126
17 H -0.29 -0.03 -2.17  C4 1.115
18 H 3.22 1.62 0.58  C5 1.082
19 H 1.59 2.14 -0.04  C5 1.056
20 H 1.96 1.57 1.71  C5 1.106
21 H 0.26 -1.19 1.45  N7 0.972

Atom charges from the Löwdin analysis, given in e for atoms 1 to 5: number 1, C, carries 0.15; number 2, C, carries -0.13; number 3, C, carries 0.00; number 4, C, carries -0.06; number 5, C, carries -0.10

---

--- ii ---
This record from the OMol25 dataset describes an isolated molecule of C6H11NO2S. The level of theory is ωB97M-V/def2-TZVPD.

**Molar mass**: 161.23 g/mol
**LUMO**: 0.719 eV
**Net charge**: 0
**Orbital gap**: 9.787 eV

Bonds (Å) are listed after each position.
CARTESIAN COORDINATES (ANGSTROEM)
1 C -0.62 1.55 -0.56  C3 1.508, O9 1.405, H11 1.102, H12 1.106
2 C 1.67 -1.29 -0.35  C4 1.267, C5 1.496, H13 1.097
3 C 0.73 1.09 -0.07  C1 1.508, C4 1.325, C6 1.507
4 C 1.15 -0.14 -0.33  C2 1.267, C3 1.325
5 C 1.66 -2.36 0.71  C2 1.496, H14 1.126, H15 1.096, H16 1.095
6 C 1.49 2.25 0.53  C3 1.507, H17 1.106, H18 1.133, H19 1.113
7 N -3.43 -1.12 -0.76  S10 1.673, H20 1.003, H21 1.008
8 O -2.16 -0.36 1.09  S10 1.434
9 O -1.47 0.57 -1.08  C1 1.405, S10 1.730
10 S -1.86 -0.87 -0.21  N7 1.673, O8 1.434, O9 1.730
11 H -1.11 1.99 0.32  C1 1.102
12 H -0.50 2.30 -1.37  C1 1.106
13 H 2.27 -1.49 -1.24  C2 1.097
14 H 1.22 -3.34 0.39  C5 1.126
15 H 2.65 -2.72 1.01  C5 1.096
16 H 1.26 -2.04 1.68  C5 1.095
17 H 1.84 3.05 -0.15  C6 1.106
18 H 2.28 2.06 1.32  C6 1.133
19 H 0.77 2.83 1.14  C6 1.113
20 H -3.71 -1.47 -1.65  N7 1.003
21 H -4.13 -0.48 -0.42  N7 1.008

Atom charges from the Löwdin analysis, given in e for atoms 1 to 5: number 1, C, carries -0.26; number 2, C, carries -0.17; number 3, C, carries -0.27; number 4, C, carries -0.03; number 5, C, carries -0.10

---

Relative to the most stable one, in kJ/mol, the structures come out at i 46.9; ii 0.0.